Entry 1:
C32H30F3FeN9O4SSe3Te2 as an isolated structure at a distorted geometry, computed with ωB97M-V/def2-TZVPD.

## Properties
**Calculated total energy**: -11733.1818 a.u.
**M**: 1241.64 Da
**Charge**: -2
**ΔE to the lowest compared entry with this formula, charge and spin**: 1.133 eV
**Frontier orbital gap (spin up / spin down)**: 4.742 / 4.747 eV
**Strongest force on any atom**: 1.16 eV/Å
**E_HOMO (spin up / spin down)**: -0.046 / -0.046 hartree

The geometry in XYZ format:
```
85
Properties=species:S:1:pos:R:3:forces:R:3:lowdin_charge:R:1
Fe 1.33740 1.12173 -0.96617 0.172 0.451 -0.117 -0.241
C 0.00185 0.33695 4.18929 -0.105 -0.235 0.071 -0.079
N 0.63316 0.12875 2.90890 0.210 0.335 0.097 -0.122
C 0.48045 0.86983 1.81406 -0.423 -0.214 -0.142 -0.129
N 1.12493 0.30239 0.82020 0.926 0.255 0.305 -0.004
C 1.71881 -0.77992 1.38676 -0.156 -0.107 -0.045 -0.196
N 1.44450 -0.92484 2.66251 -0.089 -0.049 -0.053 0.145
C -0.78479 -0.89342 4.57357 -0.205 0.023 -0.174 -0.196
C -0.46971 -1.63349 5.69837 0.056 0.112 0.012 -0.041
C -1.18611 -2.78271 6.00526 0.005 -0.077 0.094 -0.077
C -2.22377 -3.19241 5.19524 -0.073 -0.063 -0.020 -0.029
C -2.54681 -2.45459 4.05535 0.150 0.159 -0.057 -0.125
C -1.82141 -1.31265 3.73766 0.012 -0.053 0.126 0.052
C -3.66924 -2.89839 3.23285 -0.016 0.111 -0.189 -0.284
N -4.43963 -3.90708 3.44949 0.010 -0.051 0.193 0.105
N -5.40944 -3.88183 2.46915 -0.048 -0.152 -0.127 0.103
C -5.14623 -2.87039 1.71508 0.182 0.174 0.057 -0.282
O -4.04870 -2.19193 2.13619 -0.126 -0.102 0.113 0.153
C -5.94153 -2.39695 0.58353 0.001 0.060 -0.065 -0.129
C -7.08912 -3.12504 0.27046 -0.040 0.000 0.056 -0.032
C -7.94021 -2.66862 -0.71365 -0.049 -0.055 0.008 -0.076
C -7.64742 -1.49437 -1.39037 0.067 -0.033 -0.146 -0.040
C -6.48907 -0.77888 -1.11791 -0.031 -0.027 0.044 -0.178
C -6.24224 0.49961 -1.88458 0.062 -0.036 0.094 -0.089
N -5.13407 0.45919 -2.81576 0.033 0.187 -0.195 -0.119
C -3.79583 0.51282 -2.65886 -0.205 0.247 0.188 -0.154
N -3.20442 0.56838 -3.82661 0.071 0.064 -0.190 0.112
C -4.24014 0.55850 -4.69346 -0.035 0.010 0.052 -0.236
N -5.43213 0.49952 -4.14063 -0.035 -0.116 -0.103 0.070
C -5.62957 -1.23670 -0.11971 -0.052 0.029 0.054 0.056
H -0.65955 1.19351 4.06000 -0.001 0.034 0.067 0.136
H 0.74195 0.58569 4.95128 0.051 -0.063 -0.033 0.123
H -0.13942 1.75069 1.74844 0.063 0.039 0.029 0.097
H 2.32376 -1.46286 0.81573 0.079 0.049 0.018 0.083
H 0.35149 -1.31835 6.33136 0.009 -0.007 -0.006 0.109
H -0.92253 -3.36571 6.87861 -0.012 0.008 0.009 0.099
H -2.79506 -4.08222 5.42305 0.007 0.004 -0.006 0.108
H -2.04353 -0.76344 2.82960 0.013 -0.031 -0.044 0.123
H -7.30499 -4.02600 0.82816 0.005 0.003 -0.009 0.107
H -8.83984 -3.22195 -0.95170 0.005 -0.006 -0.004 0.099
H -8.31788 -1.13555 -2.16246 0.003 0.003 0.002 0.109
H -6.13767 1.34697 -1.20347 0.161 -0.034 0.006 0.134
H -7.09895 0.68956 -2.52652 -0.069 0.092 0.113 0.108
H -3.29695 0.50031 -1.70222 -0.193 0.139 -0.131 0.113
H -4.11397 0.60766 -5.76301 -0.011 -0.013 -0.010 0.093
H -4.73283 -0.68247 0.13098 0.053 -0.034 -0.041 0.130
Se -0.48659 2.89180 -0.76240 -0.669 -0.764 -0.552 -0.265
Te -1.11670 5.17346 0.11249 0.477 -0.050 0.019 -0.161
Te 1.49726 4.64342 -3.89374 0.209 -0.027 0.267 -0.096
Se 0.59282 2.50898 -2.93659 -0.352 0.184 0.132 -0.149
C 4.62489 4.09251 -0.10046 -0.010 0.048 0.048 -0.017
C 3.52782 3.14798 -0.21037 0.042 0.150 -0.134 -0.146
N 2.67858 2.40622 -0.38222 -0.203 -0.257 -0.073 0.109
H 4.25071 5.09830 -0.28558 -0.020 -0.012 -0.034 0.091
H 5.37640 3.82980 -0.84580 -0.016 0.002 0.001 0.071
H 5.06998 4.04073 0.89191 0.000 -0.013 0.009 0.085
F 0.14641 -3.09779 -2.59090 -0.024 0.027 0.012 0.130
C -0.18070 -2.88806 -1.31381 0.045 -0.053 -0.014 -0.654
F 0.93925 -2.97184 -0.58325 -0.020 0.046 0.000 0.103
F -0.98214 -3.89807 -0.92674 -0.016 0.034 -0.001 0.108
S -1.04136 -1.27268 -1.08804 0.305 0.108 0.136 0.488
O -2.22213 -1.43431 -1.89025 0.107 -0.345 0.115 -0.295
O -1.25435 -1.20453 0.34348 -0.060 -0.005 -0.039 -0.302
O -0.07851 -0.30858 -1.62463 -0.112 -0.068 0.076 -0.423
C 8.58008 2.68619 -1.49051 -0.007 0.032 0.020 -0.071
C 7.23311 2.01346 -1.55286 0.001 -0.044 -0.011 -0.316
C 6.42310 2.11992 -2.67247 0.006 -0.009 -0.010 -0.043
C 5.19739 1.45657 -2.77536 -0.003 -0.004 -0.028 -0.295
C 4.37091 1.67336 -4.00971 0.016 -0.069 -0.027 -0.097
C 4.76063 0.63662 -1.72077 0.035 0.048 -0.008 -0.533
Se 3.13923 -0.38528 -1.87976 -0.203 0.040 0.210 0.739
C 5.55378 0.56387 -0.55912 0.006 -0.032 -0.022 -0.314
C 5.10571 -0.22605 0.63802 0.019 -0.005 0.009 -0.095
C 6.76811 1.24111 -0.49477 0.001 0.013 -0.005 -0.051
H 8.70417 3.39065 -2.31428 -0.006 0.002 0.005 0.066
H 9.39150 1.95579 -1.55439 -0.004 -0.001 -0.004 0.070
H 8.71342 3.23462 -0.55435 -0.006 -0.001 -0.002 0.068
H 6.74613 2.73913 -3.50511 0.001 -0.009 0.002 0.109
H 4.99814 1.99756 -4.84308 -0.003 0.033 0.013 0.071
H 3.61656 2.44778 -3.84126 0.017 -0.005 0.020 -0.011
H 3.83116 0.76965 -4.28584 0.021 -0.024 -0.008 0.038
H 4.22059 0.23045 1.08804 -0.006 -0.001 -0.016 0.058
H 5.89633 -0.27138 1.39093 -0.010 0.011 0.002 0.067
H 4.81649 -1.23749 0.35116 0.005 -0.003 -0.002 0.052
H 7.36828 1.15682 0.40836 0.000 -0.007 -0.005 0.106
```
Positions in Å, forces in eV/Å.

***

Entry 2:
C32H30F6N7O4P2PdS2 as an isolated structure, computed with ωB97M-V/def2-TZVPD.

## Properties
**Calculated total energy**: -4127.5637 a.u.
**Spin multiplicity**: 3
**M**: 923.13 Da
**Charge**: +1
**ΔE to the lowest compared entry with this formula, charge and spin**: 1.928 eV
**<S²>**: 2.005
**Frontier orbital gap (spin up / spin down)**: 8.518 / 6.826 eV
**Strongest force on any atom**: 0.86 eV/Å
**E_HOMO (spin up / spin down)**: -0.405 / -0.409 hartree

The geometry in XYZ format:
```
84
Properties=species:S:1:pos:R:3:forces:R:3:lowdin_charge:R:1
Pd 0.93004 -0.71000 -0.54180 0.706 0.496 0.036 0.951
C -4.34099 -2.36250 -0.03709 0.055 0.021 -0.037 -0.004
N -3.17209 -1.72345 -0.63103 -0.231 -0.070 0.028 -0.100
C -3.21709 -0.97865 -1.77883 -0.040 -0.014 -0.072 0.014
C -1.93526 -0.55030 -2.00796 -0.024 -0.048 -0.051 -0.307
N -1.14909 -0.98111 -0.97259 0.044 0.230 -0.384 0.030
C -1.91652 -1.70786 -0.16327 0.109 -0.316 0.120 -0.439
P -1.27790 -2.74246 1.20125 0.151 0.054 -0.118 1.199
C 0.12876 -3.50398 0.29167 -0.113 0.108 0.061 -0.447
N 1.00730 -2.89001 -0.49001 -0.215 0.180 -0.091 -0.041
C 1.77494 -3.84062 -1.08576 0.016 -0.048 0.111 -0.085
C 1.36512 -5.06704 -0.64391 -0.048 0.103 0.033 -0.031
N 0.32926 -4.84157 0.22065 0.044 -0.162 0.064 -0.121
C -0.41952 -5.88514 0.91268 -0.050 -0.018 -0.038 -0.015
C -0.45204 -1.31065 2.04538 -0.048 -0.099 0.019 -0.469
N 0.81970 -1.20118 2.03675 -0.036 -0.059 -0.247 0.093
C 1.30950 0.03906 2.59610 0.057 0.070 -0.004 -0.234
C 0.09186 1.67878 3.32254 -0.308 0.136 -0.218 -0.051
N -1.32744 -0.31247 2.47248 -0.069 0.054 0.112 -0.027
C -3.16969 -1.57660 3.63852 0.030 -0.002 -0.025 -0.066
H -4.89485 -2.88229 -0.81479 0.004 -0.014 -0.001 0.103
H -4.98218 -1.61209 0.42158 -0.003 0.009 0.002 0.100
H -4.02184 -3.07619 0.71730 0.018 0.005 0.000 0.066
H -4.11514 -0.83835 -2.35073 -0.002 -0.032 0.052 0.127
H -0.54546 0.68927 -3.02947 0.062 0.011 -0.095 0.061
H 2.56531 -3.58969 -1.77155 -0.011 0.006 -0.023 0.119
H 1.72014 -6.05766 -0.86532 -0.013 -0.023 0.013 0.130
H 0.21583 -6.76004 1.01554 0.019 0.008 -0.002 0.098
H -1.31067 -6.15569 0.34834 0.006 0.007 -0.003 0.099
H -0.70839 -5.54470 1.90304 0.016 0.020 -0.005 0.077
H 2.39199 0.07343 2.50070 -0.014 -0.043 0.010 0.138
H -0.09765 2.67871 3.68684 0.057 -0.006 0.045 0.148
H -3.80301 -1.51412 4.52323 -0.002 -0.003 0.006 0.091
H -2.75278 -2.58351 3.60353 -0.014 0.017 -0.003 0.055
H -3.79609 -1.41445 2.76066 -0.005 -0.016 0.009 0.066
C 5.60725 2.62191 1.34019 0.000 0.021 0.036 -0.060
C 5.31901 1.58725 0.46434 0.030 -0.040 -0.001 -0.060
C 4.00191 1.30574 0.13329 -0.147 0.102 0.045 -0.103
C 2.96745 2.06662 0.67619 0.030 0.067 -0.033 -0.368
C 3.26520 3.09814 1.56973 -0.071 0.000 -0.037 -0.091
C 4.58156 3.37756 1.89609 0.001 -0.027 -0.008 -0.061
P 1.24775 1.64574 0.30449 -0.090 -0.272 0.182 1.075
C 0.59593 1.22908 1.94057 0.309 -0.107 0.009 -0.389
C 0.84847 0.56111 4.01826 0.035 -0.162 0.060 -0.156
C 0.10973 -0.33544 4.97469 0.039 0.052 -0.017 -0.020
C -1.14435 -0.76665 4.87917 -0.019 0.031 -0.043 -0.028
C -2.08896 -0.50707 3.72445 0.036 -0.024 0.076 -0.311
C -0.82340 1.03751 2.31595 0.012 0.078 0.049 -0.188
C 0.35783 3.06808 -0.35026 -0.230 -0.252 -0.026 -0.362
C 0.91767 4.32081 -0.54947 0.087 0.014 0.009 -0.067
C 0.15492 5.32708 -1.12953 0.094 0.014 0.045 -0.056
C -1.15363 5.08441 -1.50812 -0.055 -0.015 -0.012 -0.055
C -1.71341 3.82495 -1.32557 0.002 -0.004 -0.004 -0.055
C -0.95635 2.81764 -0.75924 0.060 0.075 0.069 -0.121
H 6.63539 2.83829 1.59815 0.002 0.011 -0.011 0.112
H 6.12067 0.99958 0.03760 -0.011 -0.008 -0.005 0.113
H 3.77370 0.49932 -0.55199 0.028 -0.034 -0.066 0.076
H 2.46133 3.68200 2.00339 0.022 0.009 0.032 0.114
H 4.80993 4.18125 2.58310 -0.004 0.004 0.003 0.112
H 1.73966 0.94159 4.51425 0.000 0.015 -0.016 0.145
H 0.66600 -0.62507 5.85905 0.008 -0.021 -0.012 0.111
H -1.54475 -1.36218 5.69339 -0.012 0.003 0.000 0.115
H -2.59513 0.44842 3.88499 -0.005 0.026 -0.013 0.157
H -1.53466 1.70944 1.85110 -0.028 0.041 -0.051 0.154
H 1.94867 4.50847 -0.27898 -0.013 0.030 -0.014 0.103
H 0.59409 6.30158 -1.29393 0.006 0.007 0.001 0.112
H -1.73767 5.87249 -1.96389 0.000 -0.001 -0.014 0.113
H -2.72568 3.62723 -1.65419 0.012 -0.009 0.015 0.114
H -1.36744 1.81834 -0.66442 -0.044 -0.011 0.016 0.085
F 1.78488 0.12201 -5.27498 -0.005 0.078 -0.066 0.131
C 2.68095 0.81551 -4.58196 -0.116 -0.156 -0.094 -0.746
F 3.82296 0.12220 -4.54812 0.051 0.006 0.106 0.120
F 2.90957 1.97852 -5.18582 -0.023 0.028 -0.018 0.132
S 2.05965 1.14070 -2.85345 -0.071 0.484 -0.015 0.833
O 1.77266 -0.32153 -2.50268 -0.033 -0.639 0.288 -0.593
O 0.77598 1.84420 -3.09600 0.108 -0.175 -0.064 -0.470
N -1.39879 0.10464 -3.11620 -0.294 0.275 0.219 -0.017
S -2.25673 0.39202 -4.47812 0.065 0.030 0.309 0.691
O -3.65401 0.36041 -4.18988 -0.027 -0.034 -0.033 -0.247
O -1.63770 1.45999 -5.17068 0.098 0.030 -0.102 -0.211
C -1.91608 -1.15713 -5.41034 -0.005 0.124 0.099 -0.681
F -0.62220 -1.26314 -5.65549 0.048 -0.093 -0.048 0.161
F -2.59401 -1.15534 -6.54383 -0.048 -0.027 -0.106 0.171
F -2.30985 -2.19312 -4.65995 0.023 -0.104 -0.039 0.139
```
Positions in Å, forces in eV/Å.